# 1
Computed, not measured: a molecular structure, C2H4Br3PS, with ωB97M-V/def2-TZVPD.

Properties
frontier orbital gap = 7.22 eV
relative energy (zero: lowest compared OMol25 entry of this formula, charge and spin) = 224.6 kJ/mol
DFT total energy = -232388.7487 eV
spin multiplicity = 1
maximum force = 3.9 eV Å⁻¹
HOMO = -8.69 eV
LUMO energy = -0.0542 Eh

CARTESIAN COORDINATES (ANGSTROEM)
C: 1.451 0.517 -0.106
C: -1.404 0.427 -0.003
P: 0.085 -0.649 0.214
S: -0.010 -1.740 2.494
Br: 3.111 -0.644 -0.154
Br: -3.083 -0.599 0.069
Br: 0.177 -1.526 -1.773
H: 1.115 0.952 -1.080
H: 1.676 1.348 0.605
H: -1.545 0.799 -1.005
H: -1.572 1.115 0.739

Force components x, y, z for each atom (eV/Å):
0.7 0.4 0.1
-0.8 -2.4 -1.6
-0.7 -0.6 3.4
0.2 1.6 -3.5
-1.0 1.1 -0.2
0.2 -0.3 0.2
-0.4 -0.8 -0.2
1.1 -0.3 0.5
-0.5 -1.0 -0.3
0.8 0.5 -0.2
0.2 1.8 1.8

# 2
Computed, not measured: a single C4H7NO molecule, with ωB97M-V/def2-TZVPD.

Properties
frontier orbital gap = 11.19 eV
relative energy (zero: lowest compared OMol25 entry of this formula, charge and spin) = 154.7 kJ/mol
DFT total energy = -7798.0410 eV
spin multiplicity = 1
maximum force = 1.0 eV Å⁻¹
HOMO = -10.36 eV
LUMO energy = 0.0306 Eh

CARTESIAN COORDINATES (ANGSTROEM)
C: -1.732 -0.315 -0.715
O: -0.620 0.469 -1.088
C: 0.587 0.026 -0.530
C: 0.809 0.598 0.895
C: 0.688 -0.394 1.964
N: 0.590 -1.184 2.802
H: -1.717 -1.288 -1.229
H: -1.771 -0.491 0.372
H: -2.620 0.247 -1.015
H: 0.633 -1.072 -0.509
H: 1.380 0.391 -1.187
H: 0.061 1.381 1.060
H: 1.796 1.068 0.976

Force components x, y, z for each atom (eV/Å):
-0.3 -0.1 0.1
0.1 0.1 -0.1
0.2 -0.1 0.0
0.0 0.1 0.0
-0.1 -0.6 0.7
0.1 0.6 -0.7
0.0 0.2 0.1
0.0 0.1 -0.2
0.1 -0.2 0.0
0.0 0.2 0.0
-0.1 0.0 0.1
0.1 -0.1 0.0
-0.2 -0.1 0.0

# 3
Computed, not measured: 2 unconnected molecules or ions with the total composition C4H8S, with ωB97M-V/def2-TZVPD.

Properties
frontier orbital gap = 9.60 eV
relative energy (zero: lowest compared OMol25 entry of this formula, charge and spin) = 179.0 kJ/mol
DFT total energy = -15110.5300 eV
spin multiplicity = 1
maximum force = 1.3 eV Å⁻¹
HOMO = -8.64 eV
LUMO energy = 0.0354 Eh

CARTESIAN COORDINATES (ANGSTROEM)
C: 3.075 -2.619 -4.039
C: 1.954 -2.369 -3.650
H: 4.070 -2.841 -4.384
H: 0.958 -2.146 -3.304
S: -1.125 -1.300 -0.384
C: -0.288 -2.714 0.353
C: 0.155 -0.066 -0.097
H: -0.952 -3.590 0.263
H: -0.074 -2.544 1.422
H: 0.660 -2.936 -0.164
H: 0.361 0.058 0.980
H: 1.095 -0.334 -0.607
H: -0.202 0.896 -0.500

Force components x, y, z for each atom (eV/Å):
-1.1 0.3 0.4
1.2 -0.3 -0.4
-0.5 0.1 0.2
0.4 -0.1 -0.1
0.1 0.0 0.0
0.2 -0.4 0.2
0.3 0.4 0.1
0.3 0.4 0.0
-0.1 0.0 -0.4
-0.4 0.1 0.1
-0.1 -0.1 -0.4
-0.4 0.1 0.1
0.1 -0.4 0.2

# 4
Computed, not measured: 2 unconnected molecules or ions with the total composition C7H13NO, with ωB97M-V/def2-TZVPD.

Properties
frontier orbital gap (alpha / beta) = 6.51 / 6.51 eV
relative energy (zero: lowest compared OMol25 entry of this formula, charge and spin) = 387.5 kJ/mol
DFT total energy = -11003.7373 eV
spin multiplicity = 1
maximum force = 1.3 eV Å⁻¹
HOMO (alpha / beta) = -6.89 / -6.89 eV
LUMO energy (alpha / beta) = -0.0140 / -0.0140 Eh

CARTESIAN COORDINATES (ANGSTROEM)
C: 1.253 0.129 -0.670
C: 1.198 1.619 -0.609
C: 2.526 -0.572 -0.342
C: -1.494 -1.161 -0.244
C: -1.105 -0.106 0.752
N: -1.881 0.996 0.895
C: -2.834 -1.375 -0.456
C: 0.168 -0.192 1.292
O: -0.522 -1.753 -0.815
H: 0.775 -0.271 -1.554
H: -1.797 1.570 1.720
H: -2.739 1.048 0.369
H: 2.349 -1.645 -0.291
H: 3.237 -0.399 -1.162
H: 1.691 2.014 -1.509
H: 0.168 1.979 -0.625
H: 1.700 2.012 0.273
H: 2.971 -0.208 0.584
H: -3.144 -2.132 -1.160
H: -3.593 -0.917 0.162
H: 0.576 -1.188 1.381
H: 0.498 0.553 2.009

Force components x, y, z for each atom (eV/Å):
-0.2 0.7 1.1
0.2 0.0 0.0
-0.1 -0.1 0.2
-0.1 -0.5 -0.8
-0.5 0.8 -0.7
0.4 -0.7 0.2
0.2 0.3 0.4
0.9 -0.2 -1.0
-0.3 -0.2 0.3
-0.5 -0.3 0.5
0.1 0.0 -0.1
0.0 -0.1 0.0
0.0 0.0 0.1
-0.1 0.1 0.0
0.0 0.0 0.1
0.0 0.0 0.0
0.1 0.1 0.0
0.0 0.0 0.0
0.0 0.0 0.0
0.0 0.0 0.0
0.0 0.0 0.0
0.1 0.1 -0.2

# 5
Computed, not measured: a single H5N2OP molecule, with ωB97M-V/def2-TZVPD.

Properties
frontier orbital gap = 10.99 eV
relative energy (zero: lowest compared OMol25 entry of this formula, charge and spin) = 56.7 kJ/mol
DFT total energy = -14398.6007 eV
spin multiplicity = 1
maximum force = 5.4 eV Å⁻¹
HOMO = -10.00 eV
LUMO energy = 0.0363 Eh

CARTESIAN COORDINATES (ANGSTROEM)
N: 1.091 0.176 0.787
N: -0.464 -0.370 -1.418
O: -1.282 -0.823 1.181
P: -0.479 -0.052 0.268
H: 1.352 -0.075 1.747
H: 1.572 1.051 0.605
H: 0.439 -0.466 -1.773
H: -1.244 -0.928 -1.641
H: -0.985 1.487 0.245

Force components x, y, z for each atom (eV/Å):
1.0 -0.1 0.3
-0.5 1.4 3.7
-1.0 -1.7 0.6
0.1 5.2 -1.3
-0.7 -0.3 -0.7
-0.4 -0.1 -0.5
1.2 -0.8 -1.1
-0.4 -1.0 -1.0
0.7 -2.6 0.0

# 6
Computed, not measured: a molecular structure, C5H13N2, with ωB97M-V/def2-TZVPD.

Properties
frontier orbital gap = 10.56 eV
relative energy (zero: lowest compared OMol25 entry of this formula, charge and spin) = 330.5 kJ/mol
total charge = +1
DFT total energy = -8367.3845 eV
spin multiplicity = 1
maximum force = 6.9 eV Å⁻¹
HOMO = -13.69 eV
LUMO energy = -0.1150 Eh

CARTESIAN COORDINATES (ANGSTROEM)
C: -0.734 -0.958 0.522
C: -0.416 0.485 0.323
C: 0.807 0.908 0.210
C: 1.051 2.396 -0.139
C: 2.058 0.166 -0.020
N: -1.665 -1.248 1.434
N: -1.407 -1.532 -1.211
H: -0.006 -1.690 0.481
H: -1.223 1.143 0.074
H: 0.734 2.527 -1.239
H: 1.938 2.781 0.255
H: 0.221 2.951 0.403
H: 1.901 -0.618 -0.685
H: 2.573 -0.276 0.884
H: 2.988 0.795 -0.402
H: -1.618 -2.251 1.608
H: -2.374 -0.778 1.794
H: -2.377 -1.758 -1.133
H: -0.959 -2.333 -1.463
H: -1.493 -0.711 -1.696

Force components x, y, z for each atom (eV/Å):
-1.9 2.9 0.3
-1.2 -2.3 -0.3
2.8 3.0 -1.7
-5.0 -0.4 0.0
3.7 0.5 1.9
4.3 -5.0 -1.8
-2.3 0.9 3.4
1.8 -0.9 0.0
-0.6 0.3 0.6
1.4 0.0 1.5
1.6 0.5 -0.2
0.9 -0.3 -0.6
-0.1 -1.5 -1.3
-1.0 0.2 -0.5
-2.4 -0.9 0.4
-0.8 0.5 0.7
-3.6 3.1 1.6
-0.8 -0.7 0.6
2.0 -2.1 -1.9
1.2 2.1 -2.5